Molecular formula: C3H2Br2O
Method: DFT, ωB97M-V/def2-TZVPD

Properties
Energy   -145272.3946 eV
HOMO-LUMO gap   10.63 eV
LUMO   0.00810 Eh
Energy above the lowest of the compared OMol25 structures with the same formula, charge and spin   231.77 kJ/mol

The geometry in ORCA input format:
```
! wB97M-V def2-TZVPD RIJCOSX def2/J DEFGRID3
* xyz 0 1
C -1.11859 -0.56275 0.16699
C -0.14001 -0.73044 0.87424
C 1.11393 -0.64484 1.54033
O 2.23313 0.08546 0.59711
Br 0.83800 0.45978 3.15050
Br 1.97034 -2.30415 2.03180
H -1.85882 -0.06614 -0.42000
H 1.90513 0.92595 0.20935
*
```

Atom charges from the natural (NBO) analysis, given in e for atoms 1 to 2: C -0.120; C -0.137